Here is a cluster of 2 separate species, C6H12O in total at a distorted geometry from the OMol25 dataset. Energies are from wB97M-V/def2-TZVPD.

Last columns: bonded neighbours and bond lengths (Å).
Cartesian coordinates (Å):
1 C 1.548 1.949 -1.046  C2 1.527, H7 1.097, H8 1.097, H9 1.095
2 C 1.219 0.600 -0.409  C1 1.527, C3 1.531, H10 1.099, H11 1.100
3 C -0.048 0.632 0.450  C2 1.531, C4 1.523, H12 1.100, H13 1.100
4 C -0.271 -0.670 1.209  C3 1.523, C5 1.498, C6 1.486, H14 1.089
5 C -1.585 -1.339 1.475  C4 1.498, C6 1.300, H15 1.072
6 C -0.771 -1.963 0.675  C4 1.486, C5 1.300, H16 1.075
7 H 0.727 2.297 -1.684  C1 1.097
8 H 1.717 2.712 -0.278  C1 1.097
9 H 2.450 1.891 -1.664  C1 1.095
10 H 2.064 0.268 0.210  C2 1.099
11 H 1.107 -0.166 -1.190  C2 1.100
12 H -0.921 0.894 -0.167  C3 1.100
13 H 0.038 1.440 1.191  C3 1.100
14 H 0.497 -0.835 1.963  C4 1.089
15 H -2.308 -1.552 2.236  C5 1.072
16 H -0.437 -2.888 0.242  C6 1.075
17 O -1.764 -1.449 -1.301  H18 0.970, H19 0.963
18 H -2.116 -1.063 -0.484  O17 0.970
19 H -1.137 -0.775 -1.584  O17 0.963

Properties
net charge: 0
energy relative to the best compared isomer or geometry (same formula, charge and spin): 81.8 kcal/mol
strongest force on any atom: 1.20 eV/A
highest occupied orbital energy: -0.3307 hartree
SMILES: CCCC1C=C1.O